(1)
Entry from OMol25: a 2-piece molecular cluster, C4H2NO2S overall in a non-equilibrium geometry (wB97M-V/def2-TZVPD).

Properties
- charge = -1
- orbital gap (eV) = 7.8116
- energy above the lowest of the compared OMol25 structures with the same formula, charge and spin (eV) = 3.835
- multiplicity = 1

Last columns: bonded neighbours and bond lengths (Å).
Positions of all 10 atoms, in Å:
1 C -0.3179 -0.2513 0.8583  C4 1.211, N5 1.310
2 C 0.5978 -3.1473 0.3323  S8 1.535
3 C -2.4378 -0.6912 0.0081  N5 1.321, O6 1.215, O7 1.408
4 C 0.8457 0.0690 0.9587  C1 1.211, H10 1.048
5 N -1.4921 -0.8289 0.9198  C1 1.310, C3 1.321
6 O -3.5575 -1.1578 0.0790  C3 1.215
7 O -2.1235 0.0704 -1.1334  C3 1.408, H9 0.969
8 S -0.8209 -3.2332 0.9129  C2 1.535
9 H -1.1786 0.2795 -1.0953  O7 0.969
10 H 1.7749 0.5498 1.0168  C4 1.048



(2)
Entry from OMol25: a 2-piece molecular cluster, CH9N2O overall in a non-equilibrium geometry (wB97M-V/def2-TZVPD).

Properties
- charge = +1
- orbital gap (eV) = 10.3672
- energy above the lowest of the compared OMol25 structures with the same formula, charge and spin (eV) = 1.401
- multiplicity = 1

Last columns: bonded neighbours and bond lengths (Å).
Positions of all 13 atoms, in Å:
1 O 1.9148 1.2700 -0.6693  H2 0.972, H4 1.047
2 H 2.1360 1.6594 -1.5315  O1 0.972
3 H 1.3187 -0.4991 0.6159  N5 1.092
4 H 2.8409 1.5283 -0.2544  O1 1.047
5 N 0.4564 -0.7501 -0.0058  H3 1.092, C6 1.589, H8 1.061, H9 1.040
6 C -0.8331 0.0875 0.3936  N5 1.589, N7 1.502, H10 1.147, H11 1.172
7 N -2.1284 -0.6297 0.1427  C6 1.502, H12 1.003, H13 1.025
8 H 0.2388 -1.7602 0.2359  N5 1.061
9 H 0.7051 -0.6521 -1.0110  N5 1.040
10 H -0.7435 1.0617 -0.2050  C6 1.147
11 H -0.6709 0.1307 1.5530  C6 1.172
12 H -2.3806 -1.5333 0.4978  N7 1.003
13 H -2.8542 0.0872 0.2380  N7 1.025



no.,energy (Ha)
1,-756.97886
2,-227.96402